This record from OMol25 describes a 2-piece molecular cluster, C5H8N2O2 overall in a non-equilibrium geometry. The level of theory is ωB97M-V/def2-TZVPD.

The value obtained for the energy above the lowest of the compared OMol25 structures with the same formula, charge and spin is 67.0 kcal/mol. As for the SMILES: N#CC[C@@H]1CN1C=O.O.

Geometry as XYZ:
```
17
Properties=species:S:1:pos:R:3:lowdin_charge:R:1
N -0.3486 -0.9244 -2.9825 0.146
C 0.0527 -1.2840 -1.9493 -0.204
C 0.2891 -1.5042 -0.5162 -0.132
C 1.3227 -0.6085 0.1331 -0.232
C 1.0393 -0.0938 1.5213 -0.033
N 1.1372 0.7872 0.3994 -0.014
C 0.4078 1.7774 -0.1444 -0.292
O -0.5381 2.3476 0.3797 0.021
H 0.6048 -2.5507 -0.3887 0.129
H -0.6750 -1.4352 0.0092 0.128
H 2.3515 -0.8743 -0.1211 0.147
H 1.8546 -0.0619 2.2463 0.118
H 0.0422 -0.2737 1.9324 0.126
H 0.5868 1.8844 -1.2314 0.147
O -2.9351 0.8019 0.5287 -0.104
H -2.0497 1.1913 0.6423 -0.023
H -3.1421 0.8208 -0.4587 0.073
```